--- a ---
Density functional theory data (wB97M-V/def2-TZVPD) for an isolated molecule of C5H13NS.

Last column: natural (NBO) charge in e.
Positions of all 20 atoms, in Å:
C1 0.71725 -0.64841 0.71081  -0.1976
N1 0.12541 0.48233 0.05500  -0.6323
C2 0.68993 1.03535 -1.10501  -0.2218
C3 -0.41170 1.82466 -1.80302  -0.4540
S1 0.21600 2.73479 -3.32873  -0.0809
C4 0.29333 -1.26361 1.94998  -0.4312
C5 -0.88725 -2.22772 1.84079  -0.6168
H1 0.89823 -1.39446 -0.11883  0.1405
H2 1.75146 -0.24375 0.90180  0.1781
H3 -0.92625 0.32641 0.04691  0.3500
H4 1.11930 0.27702 -1.71720  0.1649
H5 1.57888 1.56871 -0.76053  0.1904
H6 -1.19424 1.17806 -2.11085  0.2041
H7 -0.79535 2.54167 -1.18308  0.2084
H8 -0.95758 3.42125 -3.43742  0.1274
H9 0.18773 -0.27410 2.54785  0.2162
H10 1.23106 -1.79699 2.30984  0.2217
H11 -1.79679 -1.83417 1.22288  0.2027
H12 -0.55356 -3.18629 1.16022  0.2090
H13 -1.28586 -2.52076 2.81858  0.2211

Calculated values
- SMILES: CCCNCCS
- HOMO-LUMO gap: 9.3 eV

--- b ---
Density functional theory data (wB97M-V/def2-TZVPD) for an isolated molecule of C5H13NS.

Last column: natural (NBO) charge in e.
Positions of all 20 atoms, in Å:
C1 -1.61039 0.66108 2.02630  -0.6043
C2 -0.24865 0.23130 1.47952  -0.0478
C3 -0.21691 0.30685 -0.04238  -0.4237
C4 0.99209 -0.42259 -0.65478  -0.5175
S1 1.33394 0.09990 -2.37042  0.1706
C5 0.28011 -1.11240 -3.22101  -0.7337
N1 0.79913 1.07610 2.03918  -0.8496
H1 -2.41432 0.20023 1.46288  0.2035
H2 -1.72573 1.73025 1.92291  0.2116
H3 -1.63817 0.50586 3.08787  0.2082
H4 -0.09507 -0.79886 1.81299  0.1634
H5 -1.09764 -0.04062 -0.57288  0.2087
H6 -0.12819 1.37165 -0.27271  0.2112
H7 0.81763 -1.49720 -0.72904  0.2118
H8 1.87575 -0.26146 -0.03481  0.2155
H9 -0.70124 -1.12695 -2.75792  0.2120
H10 0.77721 -2.06847 -3.21486  0.2120
H11 0.18054 -0.80371 -4.24639  0.2290
H12 1.23967 0.66367 2.85433  0.3601
H13 1.58025 1.28538 1.43122  0.3590

Calculated values
- SMILES: CSCC[C@H](C)N
- HOMO-LUMO gap: 9.5 eV

The structure with the most favorable energy is b; the runner-up is 158.1 kJ/mol above it.

--- a ---
Density functional theory data (wB97M-V/def2-TZVPD) for an isolated molecule of C5H13NS.

Last column: natural (NBO) charge in e.
Positions of all 20 atoms, in Å:
C1 -0.35687 -0.57207 -1.44865  -0.3977
C2 -1.23203 -0.55889 -0.17036  -0.4167
C3 -0.59136 -0.02615 1.11483  -0.4860
S1 -0.50539 -1.26093 2.49703  -0.0756
C4 1.07674 -0.02435 -1.37600  -0.2264
N1 1.11583 1.39789 -1.06540  -0.6534
C5 1.13344 2.25268 -2.21406  -0.4072
H1 -0.83960 -0.01071 -2.25068  0.1979
H2 -0.30153 -1.57837 -1.82838  0.2023
H3 -1.55423 -1.59305 -0.04239  0.2043
H4 -2.13220 0.01308 -0.35546  0.2134
H5 0.41790 0.27297 0.88620  0.2163
H6 -1.15380 0.80057 1.53747  0.2156
H7 -1.40663 -2.08687 1.95590  0.1131
H8 1.68486 -0.62681 -0.70818  0.1973
H9 1.46736 -0.16774 -2.39433  0.1794
H10 1.80104 1.61187 -0.35932  0.3668
H11 0.19073 2.15723 -2.75214  0.1900
H12 1.97862 2.08741 -2.89142  0.1631
H13 1.16970 3.30465 -1.90895  0.2032

Calculated values
- SMILES: CNCCCCS
- HOMO-LUMO gap: 9.7 eV

--- b ---
Density functional theory data (wB97M-V/def2-TZVPD) for an isolated molecule of C5H13NS.

Last column: natural (NBO) charge in e.
Positions of all 20 atoms, in Å:
C1 0.06087 1.35118 -0.07866  -0.1919
N1 0.03060 -0.01965 -0.36436  -0.6781
C2 -1.16616 -0.76420 -0.83869  -0.2149
C3 -0.81054 -2.10193 -1.60237  -0.4677
S1 -2.41796 -2.89129 -2.19321  -0.0843
C4 0.77816 1.77164 1.37353  -0.4005
C5 2.20626 1.14674 1.69854  -0.6203
H1 0.60527 1.86168 -0.96166  0.1639
H2 -1.01339 1.70970 -0.10488  0.1860
H3 0.62307 -0.68269 0.15212  0.3633
H4 -1.56849 -0.07843 -1.61460  0.1993
H5 -1.89367 -0.88679 -0.01872  0.1721
H6 -0.35608 -1.89424 -2.55588  0.2208
H7 -0.28467 -2.81563 -1.06092  0.2033
H8 -3.08553 -2.52341 -1.03984  0.1228
H9 0.07413 1.11982 2.09775  0.1850
H10 0.55303 2.82724 1.62781  0.2174
H11 2.09655 0.17994 1.99492  0.1993
H12 2.91543 1.15320 0.88049  0.2072
H13 2.65311 1.53714 2.60862  0.2173

Calculated values
- SMILES: CCCNCCS
- HOMO-LUMO gap: 9.2 eV

--- c ---
Density functional theory data (wB97M-V/def2-TZVPD) for a structure of composition C5H13NS.

Last column: natural (NBO) charge in e.
Positions of all 20 atoms, in Å:
C1 -0.65104 -0.29307 -1.66430  -0.2481
N1 -0.51032 -1.73383 -1.43123  -0.8043
C2 0.65374 -0.89471 1.61473  -0.0487
C3 -0.03420 -1.95218 1.12121  -0.1263
S1 0.19728 3.21026 0.58188  -0.6191
C4 -0.12271 0.26568 2.08408  -0.6935
C5 0.57211 0.57215 -1.97232  -0.6280
H1 -0.97856 0.03185 -0.67113  0.1814
H2 -1.36086 -0.10157 -2.45747  0.1946
H3 -0.49255 -2.28677 -2.28583  0.3704
H4 1.70893 -0.87444 1.84375  0.2508
H5 -0.34118 -1.94685 -0.14902  0.3402
H6 -0.24578 -2.86284 1.70750  0.2538
H7 0.08052 4.39685 1.14735  0.1155
H8 0.08979 0.34354 3.14884  0.2617
H9 -1.25115 0.21323 2.04301  0.2518
H10 0.19141 1.21312 1.60315  0.3077
H11 0.19121 1.53525 -2.52494  0.2163
H12 1.28833 0.12788 -2.64859  0.2064
H13 1.01503 1.03646 -1.09071  0.2174

Calculated values
- HOMO-LUMO gap: 3.8 eV

--- d ---
Density functional theory data (wB97M-V/def2-TZVPD) for a cluster of 2 separate species, C5H13NS in total.

Last column: natural (NBO) charge in e.
Positions of all 20 atoms, in Å:
C1 2.00823 1.18326 2.17957  -0.4264
N1 0.86459 0.68846 1.43291  -0.6138
C2 1.20284 -0.15394 0.23907  -0.0558
C3 -0.14732 -0.53635 -0.42459  -0.3966
C4 -0.94963 0.60904 -0.94241  -0.5222
S1 -2.53996 -0.01339 -1.69202  -0.0371
C5 1.88368 -1.52176 0.53282  -0.6328
H1 2.56969 0.57788 2.82640  0.1782
H2 2.81547 1.55475 1.50679  0.1902
H3 1.76035 2.06383 2.80561  0.1980
H4 0.45847 -0.03576 2.04271  0.3400
H5 1.76047 0.43583 -0.45558  0.1880
H6 0.01922 -1.28716 -1.25893  0.2235
H7 -0.69461 -1.03144 0.47827  0.1885
H8 -1.20379 1.36839 -0.18659  0.2376
H9 -0.35098 0.97017 -1.79164  0.2220
H10 -2.62200 -1.14095 -0.05055  0.0870
H11 2.93278 -1.42906 0.94505  0.2149
H12 1.26399 -1.93059 1.30122  0.1956
H13 1.85238 -2.25490 -0.32245  0.2213

Calculated values
- HOMO-LUMO gap: 8.3 eV

The structure with the most favorable energy is a; the runner-up is 102.0 kJ/mol above it.

--- a ---
Density functional theory data (wB97M-V/def2-TZVPD) for a cluster of 2 separate species, C5H13NS in total.

Last column: natural (NBO) charge in e.
Positions of all 20 atoms, in Å:
C1 -0.50956 -0.11130 -1.40721  -0.7021
C2 -1.57620 -1.17404 0.65362  -0.6633
C3 -1.81732 1.34108 -0.07148  -0.6759
C4 3.02392 -0.91814 0.33267  -0.7279
C5 -1.11018 0.05182 -0.10149  0.1666
N1 1.22942 1.03247 1.14940  -0.8536
S1 2.32082 0.84566 -0.02798  0.5163
H1 0.49694 0.31987 -1.47922  0.2243
H2 -0.33631 -1.18523 -1.70201  0.2080
H3 -1.00812 0.51125 -2.12071  0.2165
H4 -1.53514 -0.91053 1.74793  0.2222
H5 -0.92776 -2.00464 0.43722  0.2132
H6 -2.60547 -1.36154 0.38897  0.2125
H7 -2.24152 1.52411 0.86684  0.2103
H8 -1.11728 2.10412 -0.12384  0.2108
H9 -2.66769 1.53449 -0.83932  0.2005
H10 2.37593 -1.41552 1.03951  0.2356
H11 3.95904 -0.73042 0.88450  0.2256
H12 3.11983 -1.42518 -0.64110  0.2263
H13 0.92664 1.97167 1.01371  0.3338

Calculated values
- HOMO-LUMO gap (spin up / spin down): 7.1 / 8.5 eV

--- b ---
Density functional theory data (wB97M-V/def2-TZVPD) for an isolated molecule of C5H13NS.

Last column: natural (NBO) charge in e.
Positions of all 20 atoms, in Å:
C1 -1.33224 1.57773 0.21064  -0.4210
C2 -1.46961 0.63715 -1.04031  -0.4631
S1 -1.88269 -1.17944 -0.53298  -0.1203
C3 -0.11467 1.13829 1.09426  -0.2160
N1 0.89368 0.60925 0.27134  -0.6469
C4 1.27246 -0.81604 0.51400  -0.2134
C5 2.08358 -1.71663 -0.44948  -0.6183
H1 -1.15878 2.64432 0.09365  0.2145
H2 -2.27673 1.50717 0.73668  0.2059
H3 -0.96641 0.84323 -2.03321  0.2307
H4 -2.45521 0.79172 -1.33294  0.2006
H5 -2.88745 -1.38320 -1.52604  0.1397
H6 -0.46497 0.39890 1.88350  0.1729
H7 0.21899 1.90010 1.64965  0.1878
H8 1.81833 1.08264 0.34235  0.3587
H9 0.28967 -1.37135 0.61985  0.1966
H10 1.67830 -0.77780 1.59590  0.1572
H11 3.03094 -1.83185 -0.11745  0.2022
H12 2.09065 -1.38180 -1.42600  0.2157
H13 1.63217 -2.67238 -0.55339  0.2166

Calculated values
- SMILES: CCNCCCS
- HOMO-LUMO gap: 9.3 eV

The structure with the most favorable energy is b; the runner-up is 133.9 kJ/mol above it.

--- a ---
Density functional theory data (wB97M-V/def2-TZVPD) for a cluster of 5 separate species, H10O5 in total.

Last column: natural (NBO) charge in e.
Positions of all 15 atoms, in Å:
O1 0.17787 0.20367 1.35120  -0.9333
H1 -0.70513 0.44967 1.56820  0.4736
H2 0.06487 -0.64633 0.92220  0.4749
O2 2.03087 -1.16733 -1.50180  -0.9395
H3 1.34987 -1.63333 -0.98180  0.4822
H4 2.37587 -1.87433 -1.98180  0.4723
O3 -1.88913 2.62467 1.72120  -0.9427
H5 -2.63113 2.18067 1.26820  0.4678
H6 -2.14113 3.50367 1.88720  0.4758
O4 -0.41413 -2.01233 -0.44880  -0.9532
H7 -1.32113 -1.77733 -0.42980  0.4841
H8 -0.46513 -2.61433 -1.19280  0.4837
O5 1.20787 1.27467 -0.93780  -0.9984
H9 0.81587 1.11467 -0.07380  0.4775
H10 1.54387 0.37367 -1.16980  0.4753

Calculated values
- SMILES: O.O.O.O.O
- HOMO-LUMO gap: 9.4 eV

--- b ---
Density functional theory data (wB97M-V/def2-TZVPD) for a cluster of 5 separate species, H10O5 in total.

Last column: natural (NBO) charge in e.
Positions of all 15 atoms, in Å:
O1 -1.82960 -2.22417 0.60386  -0.9640
H1 -0.91521 -2.42120 0.83867  0.4827
H2 -1.90332 -1.44112 0.08444  0.4768
O2 -0.09559 0.94238 1.17787  -0.9792
H3 -0.46409 1.64071 1.66844  0.4753
H4 -0.54526 0.85672 0.35384  0.5026
O3 1.88261 -0.99636 1.56765  -0.9672
H5 2.61885 -0.45883 1.25130  0.4638
H6 1.13932 -0.42431 1.71283  0.4931
O4 -1.69375 0.37686 -1.10644  -0.9724
H7 -1.45045 -0.24130 -1.77211  0.4968
H8 -2.49252 0.85457 -1.33025  0.4923
O5 1.76004 0.81040 -1.80065  -0.9439
H9 1.79337 1.20526 -0.89574  0.4751
H10 2.19560 1.52039 -2.35372  0.4682

Calculated values
- SMILES: O.O.O.O.O
- HOMO-LUMO gap: 11.1 eV

--- c ---
Density functional theory data (wB97M-V/def2-TZVPD) for a cluster of 5 separate species, H10O5 in total.

Last column: natural (NBO) charge in e.
Positions of all 15 atoms, in Å:
H1 0.75006 -0.74129 -1.83393  0.4665
H2 -0.55762 -0.27079 -1.70941  0.4571
H3 -0.93617 -0.84873 3.57874  0.4667
H4 -0.72601 -0.13602 2.19483  0.4771
H5 -2.78850 -1.80028 -0.72721  0.4641
H6 -3.48564 -2.31208 -1.91259  0.4599
H7 -1.38849 3.51965 0.27681  0.4586
H8 -0.15250 4.20416 -0.11666  0.4653
H9 4.60289 -0.31308 0.39752  0.4642
H10 5.01974 -1.53848 -0.25124  0.4597
O1 0.14888 -0.41915 -1.11737  -0.9234
O2 -0.83285 -0.97953 2.69113  -0.9438
O3 -3.68047 -2.01204 -0.97496  -0.9240
O4 -1.11768 4.27859 -0.14750  -0.9240
O5 5.14435 -0.63094 -0.34816  -0.9239

Calculated values
- SMILES: O.O.O.O.O
- HOMO-LUMO gap: 11.7 eV

The structure with the most favorable energy is b; the runner-up is 43.4 kJ/mol above it.

--- a ---
Density functional theory data (wB97M-V/def2-TZVPD) for a cluster of 5 separate species, H10O5 in total.

Last column: natural (NBO) charge in e.
Positions of all 15 atoms, in Å:
O1 2.28140 1.40140 0.22347  -0.9138
H1 1.86540 1.75740 0.99247  0.4442
H2 1.69640 0.74340 0.04647  0.4684
O2 -1.16160 -0.32260 1.44647  -0.9397
H3 -1.26760 -0.09260 2.33347  0.4738
H4 -0.84360 0.45040 1.00047  0.4736
O3 -0.74060 1.96440 -1.08853  -0.9434
H5 -0.61160 2.73840 -1.70253  0.4835
H6 -1.05360 2.44640 -0.33953  0.4612
O4 0.99340 -0.86160 -1.38353  -0.9565
H7 0.15040 -0.34360 -1.49553  0.4744
H8 0.68840 -1.72560 -1.60553  0.4835
O5 -0.64360 -2.79760 0.16047  -0.9640
H9 -0.86460 -3.39660 0.83147  0.4632
H10 -0.48860 -1.96160 0.58047  0.4917

Calculated values
- SMILES: O.O.O.O.O
- HOMO-LUMO gap: 11.0 eV

--- b ---
Density functional theory data (wB97M-V/def2-TZVPD) for a cluster of 5 separate species, H10O5 in total.

Last column: natural (NBO) charge in e.
Positions of all 15 atoms, in Å:
H1 0.72238 1.44847 0.82616  0.5088
H2 -0.46605 2.40705 1.36455  0.4864
H3 1.60415 0.27169 -0.90320  0.5151
H4 2.49095 0.70106 0.38332  0.4674
H5 1.35502 -2.04144 -0.84442  0.4885
H6 0.31163 -1.19131 0.11470  0.5049
H7 -1.51154 -0.88168 0.54100  0.5031
H8 -0.55638 0.04084 1.32571  0.5097
H9 -2.76944 -0.53697 -1.73520  0.4892
H10 -1.12930 -0.63658 -1.39210  0.5116
O1 0.07047 1.63444 1.58131  -0.9952
O2 1.91030 1.13991 -0.44654  -0.9758
O3 0.71255 -1.25023 -0.83169  -1.0437
O4 -0.74694 -0.93037 1.16366  -0.9765
O5 -1.99778 -0.17489 -1.14725  -0.9933

Calculated values
- SMILES: O.O.O.O.O
- HOMO-LUMO gap: 11.8 eV

--- c ---
Density functional theory data (wB97M-V/def2-TZVPD) for a cluster of 5 separate species, H10O5 in total.

Last column: natural (NBO) charge in e.
Positions of all 15 atoms, in Å:
O1 -26.87704 13.83240 15.85384  -0.9582
H1 -26.92645 13.49561 14.95080  0.4796
H2 -27.52620 14.54464 15.89424  0.4895
O2 -24.64902 12.53053 17.07905  -1.0068
H3 -25.53469 12.87044 16.84927  0.4961
H4 -24.25501 12.25269 16.22664  0.4942
O3 -23.05356 10.46629 18.60657  -0.9545
H5 -23.46716 9.59706 18.60143  0.4593
H6 -23.53320 10.97519 17.93301  0.4894
O4 -23.22721 11.52026 14.83218  -0.9556
H7 -22.46236 12.03515 14.54693  0.4847
H8 -22.94489 10.59985 14.76866  0.4862
O5 -25.24324 15.22968 18.64024  -0.9522
H9 -24.36550 15.58447 18.81270  0.4662
H10 -25.10454 14.56514 17.95051  0.4821

Calculated values
- SMILES: O.O.O.O.O
- HOMO-LUMO gap: 11.1 eV

The structure with the most favorable energy is c; the runner-up is 22.5 kJ/mol above it.